Entry 1:
17
Properties=species:S:1:pos:R:3:forces:R:3:lowdin_charge:R:1 method="wB97M-V/def2-TZVPD" e_tot_ev=-8429.3271 homo_lumo_gap_ev=10.48 relative_energy_ev=1.913 lumo_energy_ev=1.1 smiles="C1=CCC1.CC=O"
C 1.25082 -0.40277 -0.87268 -0.09 -0.28 -0.59 -0.116
C 0.34427 -1.27978 -0.44394 0.23 -0.38 -0.54 -0.113
C 0.86329 -1.28436 0.95803 -0.02 -0.24 0.48 -0.170
C 1.91596 -0.27000 0.45168 0.33 0.44 0.34 -0.178
H 1.49935 -0.00726 -1.84250 -0.04 0.15 -0.22 0.098
H -0.37864 -1.89561 -0.95129 -0.34 0.03 -0.06 0.096
H 1.29472 -2.22641 1.29132 -0.09 -0.11 0.09 0.103
H 0.16928 -0.89704 1.70405 0.08 0.01 0.13 0.099
H 1.82947 0.70606 0.91486 0.12 0.20 0.09 0.091
H 2.95496 -0.60105 0.46003 -0.01 -0.08 0.15 0.107
C -2.26074 0.92508 -0.32934 -0.69 -0.81 -0.04 -0.051
C -0.92033 1.42122 -0.10938 0.78 1.32 0.73 -0.373
O -0.40485 1.58531 0.96866 0.02 -0.13 0.17 0.035
H -2.62960 0.48865 0.58260 -0.49 0.03 0.34 0.087
H -2.85703 1.76003 -0.69609 -0.24 -0.09 0.03 0.095
H -2.21408 0.15408 -1.08445 -0.21 -0.17 -0.45 0.077
H -0.45686 1.82384 -1.00157 0.65 0.11 -0.64 0.113

***

Entry 2:
52
Properties=species:S:1:pos:R:3:forces:R:3:lowdin_charge:R:1 method="wB97M-V/def2-TZVPD" e_tot_ev=-45182.4480 homo_lumo_gap_ev=8.25 relative_energy_ev=1.635 lumo_energy_ev=0.5 smiles="CCCc1cc2c(cc1NS(=O)(=O)c1ccc(CCNC(C)=O)cc1)OCO2"
C -1.65747 -0.89413 2.39182 -0.05 -0.30 -0.05 -0.104
C -1.43325 -2.37705 2.65482 0.12 0.18 0.16 -0.239
C 0.04551 -2.71845 2.88448 -0.25 0.02 -0.20 -0.158
C 0.88298 -2.48222 1.65344 0.15 0.29 0.21 -0.173
C 0.83429 -3.46056 0.65414 0.26 0.01 -0.42 0.054
C 1.57955 -3.28464 -0.48167 0.29 0.46 0.05 -0.196
C 2.40305 -2.17073 -0.63449 -0.48 -0.41 0.21 -0.189
C 2.48171 -1.20097 0.32937 0.11 -0.29 -0.38 0.061
C 1.68795 -1.35084 1.47538 0.03 -0.60 -0.74 -0.234
N 1.75460 -0.34090 2.43164 0.19 0.94 0.54 -0.042
S 2.11309 1.26978 2.12957 -0.40 -0.31 0.30 0.669
O 3.43785 1.38626 1.60453 -0.16 -0.16 -0.32 -0.275
O 1.79243 1.92234 3.36369 -0.26 -0.05 -0.06 -0.284
C 0.92937 1.74729 0.87685 0.53 -0.10 0.40 -0.271
C 1.28944 1.76970 -0.45541 0.13 -0.02 -0.10 -0.047
C 0.33670 2.09219 -1.40651 -0.05 0.00 0.10 -0.014
C -0.96633 2.39781 -1.02935 0.09 0.09 -0.05 -0.226
C -2.01243 2.69308 -2.06180 -0.12 -0.30 0.03 -0.132
C -2.77726 1.40447 -2.41555 0.06 0.16 0.15 -0.172
N -3.84324 1.64847 -3.35473 0.36 -0.04 -0.21 0.040
C -5.13836 1.76826 -2.96465 -0.08 0.05 -0.53 -0.553
C -6.08119 2.10145 -4.10134 -0.14 -0.02 0.23 -0.004
O -5.49175 1.60460 -1.81851 -0.19 0.00 0.40 0.056
C -1.30190 2.38793 0.32142 0.15 -0.05 0.02 -0.013
C -0.35472 2.06493 1.27584 -0.15 0.08 0.09 -0.064
O 3.05173 -2.24445 -1.83897 0.02 0.39 0.39 0.039
C 2.62833 -3.45504 -2.43007 0.39 -0.48 -1.11 -0.162
O 1.68959 -4.09007 -1.59030 -0.28 -0.03 0.41 0.031
H -1.10098 -0.57340 1.51325 0.03 0.08 -0.07 0.063
H -1.33725 -0.29970 3.24553 0.03 0.14 0.11 0.074
H -2.71249 -0.69591 2.21820 -0.08 0.12 -0.03 0.077
H -1.80029 -2.95219 1.80290 -0.04 -0.09 0.02 0.108
H -2.00456 -2.67980 3.53490 -0.05 -0.08 -0.03 0.107
H 0.42323 -2.15036 3.73607 0.01 -0.08 0.13 0.108
H 0.11645 -3.77638 3.14714 0.10 0.06 0.10 0.117
H 0.22119 -4.33767 0.77976 -0.11 -0.15 0.05 0.131
H 3.14899 -0.36341 0.24316 0.15 0.05 -0.11 0.102
H 1.13089 -0.42796 3.21670 -0.03 0.16 0.10 0.094
H 2.30786 1.55493 -0.73357 0.11 -0.02 -0.09 0.111
H 0.61122 2.11314 -2.45084 0.03 0.02 -0.12 0.118
H -2.72807 3.42063 -1.67595 0.00 0.04 -0.05 0.123
H -1.55112 3.09945 -2.96422 -0.02 0.06 0.01 0.116
H -3.24201 0.99830 -1.51418 0.13 -0.04 -0.10 0.122
H -2.08735 0.66303 -2.82886 -0.04 0.01 0.09 0.127
H -3.59155 1.86975 -4.30466 -0.15 -0.03 0.05 0.140
H -5.83853 3.07947 -4.51192 0.01 0.07 -0.07 0.081
H -7.10065 2.11530 -3.72821 0.00 0.00 0.01 0.082
H -5.99633 1.35848 -4.89100 0.01 -0.03 -0.10 0.080
H -2.30873 2.63569 0.62186 -0.13 0.05 0.05 0.125
H -0.58738 2.07360 2.32844 -0.12 0.01 0.12 0.114
H 2.16491 -3.24441 -3.40734 0.06 0.00 0.27 0.138
H 3.49785 -4.11638 -2.57842 -0.18 0.17 0.12 0.140

***

Entry 3:
16
Properties=species:S:1:pos:R:3:forces:R:3:mulliken_spin:R:1 method="wB97M-V/def2-TZVPD" e_tot_ev=-13483.6694 total_charge=+1 homo_lumo_gap_ev="7.87 / 7.06" relative_energy_ev=0.000 lumo_energy_ev="-3.2 / -7.7" spin_multiplicity=3
C -0.27401 1.49963 0.18477 2.69 1.39 2.49 0.368
C -0.97144 0.98942 -0.86305 -3.26 0.26 -3.45 0.524
C -0.51616 -1.40246 -0.68152 1.57 -1.01 0.19 -0.021
C 0.82283 0.94279 0.89728 -2.55 4.83 2.33 0.350
N -0.93747 -0.26043 -1.32814 -1.15 -2.30 -1.99 0.247
N -0.26681 -1.30916 0.68118 -1.06 -3.02 1.80 -0.002
N 1.75937 0.17815 0.54507 5.73 -4.67 -3.29 0.329
O -0.12120 -2.32815 -1.35770 -0.37 -0.17 0.45 0.150
F -1.29433 -0.63374 1.35918 -0.17 -0.07 -0.06 0.025
H -0.43446 2.57747 0.45299 -0.33 -1.31 -0.15 0.000
H -1.68165 1.64533 -1.37860 0.51 -0.21 0.04 0.027
H 0.97130 1.52005 1.82225 0.21 -0.61 -0.22 0.044
H -1.30676 -0.71023 -2.27708 0.74 2.39 2.04 -0.014
H 2.60716 -0.09932 1.12785 -1.90 0.92 -0.69 -0.017
H 1.81089 -0.35063 -0.40218 -0.37 1.48 2.18 -0.009
H -0.16726 -2.25873 1.21772 -0.30 2.10 -1.67 0.000

***

Entry 4:
14
Properties=species:S:1:pos:R:3:forces:R:3:lowdin_charge:R:1 method="wB97M-V/def2-TZVPD" e_tot_ev=-7361.0855 homo_lumo_gap_ev=10.85 relative_energy_ev=1.170 lumo_energy_ev=1.2
C 1.71113 -0.50401 -0.01253 0.00 -0.04 0.02 -0.117
C 0.61805 0.23842 -0.81071 -0.10 0.06 -0.05 -0.275
C -0.74324 -0.40122 -0.70168 -0.16 0.08 0.01 -0.222
C -1.87794 0.26160 -0.49142 0.11 -0.09 -0.08 -0.035
C -0.50797 1.00952 2.35841 -0.71 -0.82 0.87 0.014
O -1.11208 0.32418 3.03373 0.74 0.83 -0.81 0.031
H 2.25238 0.16716 0.65760 -0.06 -0.01 -0.08 0.063
H 1.27996 -1.29475 0.60777 0.02 0.06 -0.04 0.065
H 2.44934 -0.97074 -0.66871 -0.09 0.02 0.05 0.064
H 0.53813 1.27945 -0.47765 0.01 -0.15 -0.06 0.093
H 0.89732 0.27610 -1.87261 -0.02 -0.02 0.18 0.106
H -0.77865 -1.48838 -0.80750 0.03 0.18 0.00 0.102
H -1.88675 1.34551 -0.38486 0.03 -0.16 0.01 0.057
H -2.83968 -0.24282 -0.42986 0.20 0.04 -0.02 0.054